# 1
{"formula": "C8H14Si", "method": "wB97M-V/def2-TZVPD", "elements": ["C", "C", "Si", "H", "H", "H", "H", "H", "H", "C", "C", "C", "C", "C", "C", "H", "H", "H", "H", "H", "H", "H", "H"], "coordinates": [[-3.41177, -0.01833, 0.96122], [-3.50534, -0.43508, -0.60241], [-2.72527, 1.27831, -0.24767], [-4.29679, 0.13679, 1.39322], [-2.70465, -0.74772, 1.40109], [-2.97630, -1.34943, -0.66975], [-4.60841, -0.53876, -0.86867], [-3.86676, 2.11594, -0.64948], [-1.46606, 1.84142, -0.63263], [1.94084, 1.35876, 0.75900], [2.20885, 1.41785, -0.43840], [2.25122, 0.53183, -1.55983], [2.63414, -0.76351, -0.73218], [1.83398, -0.91475, 0.51181], [1.81625, 0.11699, 1.60835], [1.29185, 0.37616, -1.94746], [2.92309, 0.83654, -2.32392], [2.30782, -1.65688, -1.21240], [3.73048, -0.77772, -0.53152], [2.08956, -1.86614, 0.92334], [0.77600, -1.11339, 0.29045], [2.65901, 0.14161, 2.24147], [1.09826, 0.02948, 2.32634]], "forces_ev_per_a": [[4.6564, -0.8254, -3.1749], [-1.4724, 1.1700, 1.5110], [-2.7317, -1.8636, -0.0936], [-3.1066, 0.6520, 2.0409], [-0.6283, 0.8181, 0.3233], [0.4970, -0.7057, -0.6549], [1.7380, 0.3438, -0.2419], [0.2131, 0.4797, 0.2033], [0.8869, -0.0729, 0.0925], [-0.3246, 0.1366, -1.3689], [-0.8905, 1.2812, 2.9130], [1.0900, -0.8575, 0.9549], [0.8626, 0.7190, -0.5058], [-1.6375, -1.2886, 1.2391], [2.5474, 2.0920, -1.9334], [-1.5068, -0.0313, -0.8641], [0.7245, -0.2449, -0.7747], [0.4259, -0.7097, -1.2976], [-0.7681, -0.0663, -0.1700], [0.5722, -0.8857, 0.5853], [0.0187, 0.3447, -0.5697], [1.6779, -0.4425, 0.5149], [-2.8439, -0.0432, 1.2711]], "lumo_ev": 0.8, "largest_force_ha_per_bohr": 0.1108, "homo_energy_ev": -9.14}

***

# 2
{"formula": "C4H16NSi2", "method": "wB97M-V/def2-TZVPD", "elements": ["C", "C", "C", "C", "N", "Si", "Si", "H", "H", "H", "H", "H", "H", "H", "H", "H", "H", "H", "H", "H", "H", "H", "H"], "coordinates": [[-0.08755, -2.87142, -1.31130], [-1.73310, -1.28927, -2.14548], [-0.70847, -1.48719, -1.06455], [1.42247, 2.34314, 1.45875], [0.41832, -0.51973, -1.07359], [0.81870, 2.91650, 3.29409], [0.13381, 1.20935, 0.66545], [-0.99151, -3.51641, -1.33232], [0.43826, -3.03956, -2.19126], [0.45030, -3.07616, -0.32731], [-2.36562, -0.38895, -2.14279], [-2.35536, -2.16520, -2.24536], [-1.26530, -1.36378, -3.07459], [-1.19571, -1.60335, -0.05570], [1.53401, 3.25156, 0.92282], [1.21450, -1.08157, -1.20469], [0.34929, 0.00797, -1.93130], [1.00682, 1.74543, 4.16590], [-0.59543, 3.60064, 2.99232], [1.95430, 3.86133, 4.00049], [0.06472, 0.00664, 1.52747], [-0.94249, 1.44694, -0.46855], [2.43504, 2.01308, 1.54150]], "forces_ev_per_a": [[-2.1390, -0.3239, 3.9902], [-1.0281, 0.7101, 0.4108], [-0.2988, -1.3866, 0.3082], [-1.8057, 0.1389, 0.3638], [-1.1937, 1.9449, 0.7592], [0.9956, 1.3543, -0.3315], [0.6941, -1.5470, -1.2774], [0.8739, -0.1790, 0.1085], [1.2528, 0.0902, -1.4923], [-0.1097, -0.3766, -1.6472], [0.2828, -0.2429, 0.2784], [-0.6301, -0.1399, 0.6888], [1.1934, 0.4642, -1.7843], [0.5414, 0.7457, -0.7908], [-0.2043, 1.1016, -0.7172], [1.6374, -0.4763, 0.2783], [-0.0167, 0.3409, -0.2641], [-0.7657, -0.2018, -0.0972], [1.5312, -0.8921, 0.7065], [-1.6297, -0.8382, -1.3639], [-0.6439, 0.3322, -0.0789], [0.9123, 0.4350, 1.8083], [0.5506, -1.0536, 0.1437]], "total_charge": 1, "lumo_ev": -4.6, "largest_force_ha_per_bohr": 0.0883, "homo_energy_ev": -14.74}

***

# 3
{"formula": "C17H19F2N3O4", "method": "wB97M-V/def2-TZVPD", "elements": ["C", "C", "O", "C", "O", "C", "N", "N", "C", "C", "C", "N", "C", "O", "C", "O", "C", "C", "C", "C", "F", "C", "C", "F", "C", "C", "H", "H", "H", "H", "H", "H", "H", "H", "H", "H", "H", "H", "H", "H", "H", "H", "H", "H", "H"], "coordinates": [[0.66236, 3.98390, 3.14479], [0.25226, 3.48931, 1.76635], [1.27720, 2.68138, 1.17951], [2.26034, 3.30823, 0.54604], [2.34633, 4.49753, 0.40080], [3.29587, 2.32227, 0.00374], [2.82677, 0.97197, -0.04605], [3.37970, 0.05490, 0.74973], [2.73317, -1.07423, 0.53633], [3.06490, -2.33825, 1.24486], [1.72423, -0.86794, -0.43037], [0.81792, -1.84380, -0.86634], [0.32138, -1.98719, -2.10850], [0.66055, -1.35556, -3.08727], [-0.77728, -3.06104, -2.17480], [-1.53385, -3.13784, -0.98527], [-2.23328, -2.03657, -0.59869], [-2.35692, -0.85626, -1.32415], [-3.08141, 0.21190, -0.82058], [-3.68714, 0.10078, 0.41453], [-4.37915, 1.14491, 0.91060], [-3.59336, -1.05790, 1.16714], [-2.86693, -2.10776, 0.64889], [-2.74776, -3.23682, 1.37150], [1.80398, 0.47127, -0.78005], [0.98034, 1.28066, -1.71015], [1.52290, 4.64331, 3.06282], [-0.16037, 4.53325, 3.59271], [0.91965, 3.14309, 3.78428], [-0.62192, 2.83762, 1.82371], [0.04685, 4.33584, 1.10326], [3.62678, 2.67534, -0.97876], [4.15637, 2.33241, 0.67965], [2.22198, -2.67184, 1.85071], [3.30681, -3.12422, 0.53039], [3.91909, -2.17062, 1.89341], [0.53556, -2.51783, -0.16633], [-0.31648, -4.04684, -2.28532], [-1.40882, -2.87226, -3.05017], [-1.88342, -0.75264, -2.28623], [-3.17441, 1.12580, -1.38470], [-4.06746, -1.14107, 2.13106], [1.43002, 2.25286, -1.89244], [-0.01590, 1.43090, -1.29173], [0.87221, 0.74882, -2.65476]], "forces_ev_per_a": [[0.0685, -0.1829, -0.3597], [-0.2642, 0.4503, 0.2082], [-0.0118, -0.3091, 0.1125], [0.2500, -0.1055, -0.2302], [0.0598, 0.0995, 0.0193], [-0.0069, 0.3503, 0.0541], [-0.2349, -0.3984, -0.3518], [0.5235, -0.2152, 0.6346], [-0.2136, 0.2671, -0.3450], [0.0008, 0.1181, -0.0509], [0.4062, 0.6355, -0.0248], [0.1836, -0.1253, 0.4718], [-0.3315, -0.4225, -0.0362], [0.0327, -0.0075, -0.1622], [0.0661, 0.1066, -0.2839], [-0.0357, -0.2765, 0.2314], [-0.2467, 0.2097, 0.1912], [0.0510, -0.3564, 0.1156], [-0.2202, 0.1622, 0.2636], [0.1792, -0.1229, -0.1785], [0.0014, -0.0517, -0.0028], [0.0391, 0.0588, -0.1282], [0.1264, -0.0200, -0.1612], [0.0011, 0.1395, -0.1365], [-0.0884, -0.4378, -0.0352], [-0.0507, -0.0193, -0.0502], [0.0360, 0.0665, 0.0327], [-0.0863, 0.0684, 0.0791], [-0.0069, -0.0498, 0.0903], [0.1059, 0.0724, -0.0604], [-0.0325, -0.1761, 0.0665], [-0.0803, -0.0018, 0.1795], [-0.1312, 0.0059, -0.1313], [0.0003, -0.0921, 0.0831], [0.0265, -0.0974, 0.0107], [0.0466, -0.0521, 0.0719], [-0.1815, 0.1207, -0.1857], [-0.0516, 0.1349, -0.0322], [0.1241, 0.0661, 0.1065], [0.0721, -0.0100, -0.1399], [-0.0223, 0.1069, -0.0390], [-0.0427, -0.0244, 0.1077], [-0.0158, 0.1241, -0.0328], [-0.0610, 0.0759, 0.0081], [0.0155, 0.1155, 0.0202]], "lumo_ev": 0.6, "largest_force_ha_per_bohr": 0.0165, "homo_energy_ev": -8.55}

***

# 4
{"formula": "C58H60ClN7O9PPbSSb2", "method": "wB97M-V/def2-TZVPD", "elements": ["Pb", "O", "C", "N", "C", "O", "C", "C", "C", "C", "C", "N", "C", "C", "C", "C", "C", "N", "H", "H", "H", "H", "H", "H", "H", "H", "S", "C", "N", "N", "C", "C", "C", "C", "C", "C", "N", "N", "C", "C", "C", "C", "C", "C", "H", "H", "H", "H", "H", "H", "H", "H", "H", "H", "H", "C", "C", "C", "Sb", "C", "C", "C", "C", "C", "C", "C", "C", "C", "C", "C", "C", "Sb", "C", "C", "C", "C", "C", "C", "C", "C", "C", "C", "C", "C", "H", "H", "H", "H", "H", "H", "H", "H", "H", "H", "H", "H", "H", "H", "H", "H", "H", "H", "H", "H", "H", "H", "H", "H", "H", "H", "O", "Cl", "O", "O", "O", "C", "C", "O", "P", "O", "C", "C", "O", "C", "C", "H", "H", "H", "H", "H", "H", "H", "H", "H", "H", "H", "H", "H", "H", "H"], "coordinates": [[0.21986, 1.76469, -1.53524], [4.27712, 3.64750, -2.52260], [3.32167, 2.99773, -2.13190], [1.99969, 3.26632, -2.31257], [1.61474, 4.49449, -2.76894], [2.16186, 5.56666, -2.58567], [0.33296, 4.46335, -3.57707], [0.17889, 5.36000, -4.62366], [-0.97906, 5.30489, -5.37899], [-1.94990, 4.37273, -5.04816], [-1.72205, 3.52286, -3.97856], [-0.59900, 3.56313, -3.26062], [3.58752, 1.67310, -1.43970], [4.89569, 1.29300, -1.18720], [5.12203, 0.06874, -0.57879], [4.04316, -0.75038, -0.28628], [2.76834, -0.30117, -0.58397], [2.55192, 0.89672, -1.12514], [0.96980, 6.06617, -4.83292], [-1.12499, 5.98489, -6.20875], [-2.87041, 4.30006, -5.61134], [-2.44931, 2.78005, -3.68390], [5.69280, 1.96075, -1.47940], [6.12888, -0.25067, -0.33977], [4.18758, -1.71429, 0.18390], [1.87973, -0.89679, -0.40773], [0.37793, 0.06624, -3.62954], [-1.30823, -0.26545, -3.91892], [-1.83017, 0.00098, -5.05506], [-3.16532, -0.37109, -5.22519], [-3.63073, -1.67395, -5.28573], [-2.84769, -2.78313, -4.96269], [-3.39893, -4.05660, -5.00021], [-4.71765, -4.25874, -5.37915], [-5.48543, -3.15720, -5.74068], [-4.95390, -1.88263, -5.69905], [-2.06115, -0.98556, -2.95639], [-2.75370, -0.31905, -2.16626], [-3.69237, -1.05484, -1.32788], [-4.55930, -0.32729, -0.53273], [-5.48065, -1.00810, 0.24457], [-5.52627, -2.39505, 0.21717], [-4.66218, -3.10456, -0.60531], [-3.73166, -2.43721, -1.38165], [-3.61682, 0.26690, -5.85723], [-1.80294, -2.64901, -4.71715], [-2.78133, -4.90561, -4.73129], [-5.13386, -5.25691, -5.41613], [-6.51269, -3.28936, -6.05900], [-5.55891, -1.03215, -5.99495], [-4.50380, 0.75095, -0.53774], [-6.16689, -0.45662, 0.87358], [-6.24000, -2.92521, 0.83503], [-4.71751, -4.18457, -0.65167], [-3.05684, -2.96918, -2.03554], [0.96143, -4.02397, 2.09659], [1.68810, -2.77724, 2.60941], [0.79226, -1.73241, 3.29026], [1.62457, 0.24505, 2.92861], [3.32413, -0.37909, 4.19143], [4.62611, -0.44708, 3.70096], [5.66337, -0.98071, 4.46159], [5.41085, -1.46045, 5.73665], [4.12559, -1.36691, 6.26045], [3.10127, -0.82820, 5.49585], [0.94275, 1.48608, 4.56477], [1.89348, 2.35602, 5.10131], [1.55423, 3.26545, 6.09289], [0.24583, 3.32888, 6.55647], [-0.71349, 2.48575, 6.01645], [-0.36872, 1.57227, 5.02548], [-0.43032, -3.78804, 0.43470], [1.03806, -4.04820, -1.13243], [0.56659, -4.46491, -2.37804], [1.42753, -4.60066, -3.45604], [2.78049, -4.31806, -3.30740], [3.26821, -3.93732, -2.06756], [2.39952, -3.80850, -0.98865], [-0.78888, -5.94619, 0.38325], [0.24420, -6.87070, 0.23101], [-0.02195, -8.22481, 0.08864], [-1.33462, -8.68284, 0.09355], [-2.37423, -7.77987, 0.24977], [-2.09809, -6.42380, 0.39206], [0.35568, -4.46413, 2.89380], [1.68522, -4.77842, 1.77936], [2.22807, -2.32048, 1.76872], [2.45716, -3.08874, 3.32212], [-0.21886, -1.75603, 2.88491], [0.73401, -1.92133, 4.36283], [4.83712, -0.07475, 2.70249], [6.66729, -1.02856, 4.05509], [6.21000, -1.90282, 6.31899], [3.92351, -1.72214, 7.26442], [2.10702, -0.74965, 5.92354], [2.91762, 2.31872, 4.74357], [2.30879, 3.92634, 6.50284], [-0.02063, 4.03863, 7.33053], [-1.73986, 2.54408, 6.36041], [-1.12807, 0.93764, 4.58790], [-0.48771, -4.69853, -2.49788], [1.04180, -4.90910, -4.42070], [3.44601, -4.39251, -4.15828], [4.32232, -3.72145, -1.93962], [2.79734, -3.52529, -0.01927], [1.27387, -6.53029, 0.20927], [0.79420, -8.92612, -0.03850], [-1.54159, -9.73891, -0.02906], [-3.40037, -8.12795, 0.25417], [-2.91750, -5.72257, 0.51740], [-1.05898, 0.78998, 2.31059], [-1.58737, 0.07218, 1.12242], [-2.27462, -1.13429, 1.59817], [-0.41502, -0.38115, 0.29739], [-2.72810, 0.93161, -2.05306], [-1.77246, 6.47410, -0.67257], [-0.30934, 6.78638, -0.39850], [0.26222, 5.95226, 0.61734], [0.17976, 4.31190, 0.47436], [1.33592, 3.94198, 1.55041], [2.69676, 4.32589, 1.31577], [3.05438, 5.58107, 2.08740], [-1.10582, 3.92948, 1.35480], [-1.26291, 4.32776, 2.72684], [-2.64404, 3.89904, 3.16934], [-2.17339, 7.17313, -1.40900], [-2.35855, 6.55212, 0.24500], [-1.88143, 5.45879, -1.05883], [-0.20440, 7.80316, -0.01838], [0.28322, 6.70402, -1.31246], [2.87444, 4.47052, 0.24454], [3.30502, 3.48633, 1.65689], [2.47306, 6.42461, 1.72082], [4.11749, 5.79560, 1.96201], [2.83893, 5.43745, 3.14738], [-1.12469, 5.40851, 2.80473], [-0.50156, 3.83282, 3.33083], [-3.41213, 4.37529, 2.55789], [-2.79913, 4.16713, 4.21598], [-2.72852, 2.81664, 3.06253]], "forces_ev_per_a": [[-0.3126, -0.1837, 0.1325], [-0.0054, -0.0174, 0.1159], [-0.0785, 0.1015, -0.0948], [-0.0162, -0.1614, -0.0438], [0.0759, -0.0235, 0.0414], [-0.0011, 0.0035, -0.0739], [-0.0501, -0.0111, 0.0425], [-0.0112, 0.0790, -0.0362], [-0.0003, -0.0051, 0.0775], [-0.0450, 0.0314, -0.0143], [0.0717, 0.0483, 0.0478], [0.0841, 0.0899, -0.2396], [0.0049, -0.0039, -0.0051], [0.0409, -0.0474, 0.0484], [-0.0463, 0.0320, -0.0071], [0.0504, -0.0329, 0.0827], [-0.0968, 0.0811, -0.0755], [0.1360, -0.1351, -0.0933], [-0.0031, 0.0122, 0.0597], [0.0033, -0.0242, -0.0199], [0.0023, -0.0304, 0.0170], [-0.0455, -0.1364, 0.0510], [-0.0090, 0.0226, 0.0226], [0.0084, 0.0051, -0.0320], [-0.0354, 0.0143, -0.0412], [0.0310, -0.0436, 0.1096], [0.0096, -0.1680, 0.0507], [0.2253, 0.3114, 0.0204], [0.1968, -0.0443, -0.2478], [-0.4698, 0.3275, 0.2663], [0.0219, -0.1522, -0.1928], [0.1096, -0.0657, -0.1006], [-0.0223, 0.0268, -0.0285], [-0.0002, -0.0186, -0.0042], [-0.0150, 0.0096, -0.0074], [0.0279, -0.0252, 0.0210], [0.0431, -0.4200, 0.1742], [0.2363, 0.3761, -0.0889], [-0.1500, -0.1046, 0.1293], [0.0170, 0.0801, -0.0596], [-0.0187, -0.0977, 0.0116], [0.0015, 0.0460, -0.0258], [-0.0218, 0.0030, 0.0463], [0.0428, -0.0117, -0.1089], [0.0368, -0.0779, -0.1231], [-0.0785, -0.0560, 0.0471], [0.0274, 0.0096, -0.0280], [-0.0107, 0.0096, 0.0393], [0.0117, -0.0143, -0.0024], [-0.0044, 0.0103, 0.0668], [0.0437, -0.0041, 0.0309], [0.0432, 0.0217, 0.0130], [-0.0125, 0.0076, -0.0164], [0.0403, -0.0017, 0.0284], [0.0129, 0.0033, 0.0089], [-0.0764, 0.1320, 0.0300], [-0.0277, 0.0861, -0.0814], [-0.1650, 0.1032, -0.1415], [0.3136, -0.1369, 0.4553], [-0.0271, 0.0275, -0.1036], [-0.0856, 0.0409, -0.0625], [0.0154, -0.0248, -0.0203], [-0.0098, 0.0274, -0.0045], [0.0090, -0.0219, -0.0176], [0.0522, 0.0089, -0.0296], [-0.0706, 0.0032, -0.1684], [-0.0565, -0.0109, 0.0100], [-0.0247, 0.0057, -0.0196], [0.0399, 0.0357, -0.0029], [-0.0009, -0.0422, 0.0189], [0.0229, -0.0802, 0.0103], [0.1503, -0.4521, 0.0281], [-0.0674, 0.0575, 0.0710], [0.0555, 0.0720, 0.0281], [-0.0377, 0.0322, -0.0245], [-0.0218, -0.0237, 0.0062], [-0.0242, 0.0338, -0.0011], [-0.0280, -0.0079, 0.0689], [-0.0766, 0.1701, -0.0556], [-0.0044, -0.0086, 0.0397], [-0.0253, -0.0096, 0.0097], [0.0356, 0.0105, -0.0041], [-0.0100, 0.0067, 0.0137], [0.0258, 0.0674, 0.0669], [0.0257, -0.0218, 0.0070], [-0.0252, -0.0539, -0.0005], [0.0376, 0.0131, 0.0048], [0.0856, 0.0352, -0.0558], [-0.0111, 0.0721, -0.0270], [-0.0460, 0.0418, 0.0147], [0.0191, -0.0397, -0.0212], [-0.0113, -0.0013, -0.0136], [-0.0042, 0.0366, 0.0304], [-0.0041, 0.0067, -0.0016], [-0.0031, -0.0337, 0.0104], [0.0159, 0.0032, 0.0437], [0.0015, 0.0050, -0.0094], [-0.0171, -0.0016, -0.0077], [0.0063, -0.0270, 0.0053], [-0.0098, 0.0056, 0.0496], [0.0050, 0.0578, -0.0767], [0.0058, -0.0044, 0.0119], [0.0109, -0.0198, 0.0171], [0.0121, -0.0124, -0.0058], [-0.0063, 0.0248, -0.0315], [0.0024, 0.0033, -0.0487], [0.0068, 0.0052, 0.0108], [-0.0074, 0.0009, 0.0063], [-0.0007, 0.0042, 0.0046], [-0.0181, -0.0226, -0.0372], [0.1925, -0.0862, -0.1765], [-0.2503, -0.0495, -0.1365], [0.0268, 0.0300, 0.0811], [-0.0088, 0.0179, 0.2457], [-0.0349, 0.0589, -0.0984], [0.1097, -0.0302, 0.1167], [-0.0418, -0.0495, -0.0731], [-0.0815, -0.0736, 0.1317], [0.0222, 0.4965, 0.1425], [-0.0378, 0.0703, 0.0834], [0.0572, 0.0002, -0.0352], [-0.0844, -0.0857, -0.0423], [0.0511, -0.0089, -0.1494], [-0.0591, -0.1153, 0.1589], [0.1041, -0.0424, -0.0805], [0.0154, -0.0084, -0.0089], [-0.0181, -0.0075, -0.0244], [-0.0661, 0.0324, -0.0431], [0.0217, 0.0125, -0.0352], [0.0362, -0.0340, -0.0098], [-0.0127, -0.0075, -0.0124], [-0.0014, -0.0546, -0.0685], [0.0149, 0.0288, 0.0256], [-0.0030, 0.0079, 0.0230], [0.0302, 0.0157, 0.0096], [-0.0024, 0.0215, -0.0221], [0.0394, 0.0068, -0.0411], [-0.0171, 0.0168, 0.0229], [-0.0156, -0.0009, -0.0099], [-0.0329, 0.0137, 0.0352]], "total_charge": -1, "lumo_ev": 2.0, "largest_force_ha_per_bohr": 0.0123, "homo_energy_ev": -5.25}